[1]
12
Properties=species:S:1:pos:R:3 method="wB97M-V/def2-TZVPD" smiles=Nc1cncnc1 fmax_ha_per_bohr=0.036 relative_energy_kcal_mol=43.4 homo_energy_ev=-8.536 total_energy_ev=-8697.9298 total_charge=0 gap_ev=8.970
N 1.930 0.759 -0.020
C 0.625 0.254 0.008
C 0.304 -1.003 -0.534
N -0.936 -1.209 -0.965
C -1.894 -0.601 -0.283
N -1.670 0.153 0.786
C -0.436 0.664 0.835
H 2.385 0.645 -0.918
H 2.043 1.719 0.285
H 0.837 -1.896 -0.293
H -2.912 -0.877 -0.527
H -0.275 1.391 1.626

---

[2]
96
Properties=species:S:1:pos:R:3 method="wB97M-V/def2-TZVPD" fmax_ha_per_bohr=0.034 spin_multiplicity=2 homo_energy_ev="-6.867 / -6.891" total_energy_ev=-81573.8817 total_charge=0 gap_ev="6.320 / 6.477"
Cr -0.468 -1.253 0.088
C 0.053 -3.352 0.279
C 1.224 -2.702 -0.230
C 0.910 -2.281 -1.574
C -0.416 -2.700 -1.835
C -0.970 -3.337 -0.705
C -2.250 -4.147 -0.673
C -3.216 -3.667 -1.761
C -2.943 -4.031 0.685
C -1.877 -5.611 -0.949
C 1.796 -1.729 -2.701
C 2.310 -0.290 -2.421
C 2.963 -2.697 -2.940
C 1.006 -1.682 -4.017
C 2.485 -2.669 0.639
C 2.083 -2.566 2.124
C 3.256 -3.986 0.456
C 3.408 -1.475 0.380
H 0.007 -3.919 1.195
H -0.939 -2.571 -2.768
H -3.429 -2.601 -1.647
H -4.155 -4.217 -1.690
H -2.802 -3.832 -2.758
H -3.233 -2.997 0.876
H -2.295 -4.367 1.497
H -3.843 -4.649 0.697
H -1.343 -5.694 -1.898
H -2.776 -6.229 -0.998
H -1.227 -6.002 -0.164
H 2.033 0.059 -1.430
H 1.888 0.410 -3.144
H 3.396 -0.224 -2.514
H 3.656 -2.730 -2.103
H 3.523 -2.392 -3.827
H 2.587 -3.710 -3.104
H 0.132 -1.032 -3.943
H 0.677 -2.680 -4.318
H 1.653 -1.291 -4.804
H 1.657 -3.496 2.504
H 1.361 -1.761 2.284
H 2.970 -2.351 2.722
H 2.594 -4.838 0.624
H 4.080 -4.040 1.171
H 3.666 -4.078 -0.550
H 2.912 -0.541 0.657
H 3.733 -1.399 -0.652
H 4.301 -1.576 1.000
C 3.589 7.507 0.665
C 2.885 6.175 0.677
C 3.133 5.216 -0.297
C 2.452 4.003 -0.318
C 2.814 3.000 -1.386
C 1.472 3.741 0.657
Te 0.365 1.863 0.573
N -1.235 -0.109 1.119
C -1.908 0.540 2.144
O -1.739 1.719 2.402
C -2.859 -0.271 2.981
C -3.879 0.377 3.666
C -4.740 -0.342 4.481
C -4.569 -1.711 4.640
C -3.540 -2.360 3.972
C -2.698 -1.644 3.133
C -1.195 2.812 -0.508
C -1.718 3.981 0.039
C -2.725 4.682 -0.605
C -3.224 4.216 -1.811
C -2.710 3.052 -2.358
C -1.697 2.331 -1.725
C -1.219 1.052 -2.361
C 1.273 4.660 1.692
C 0.361 4.406 2.872
C 1.971 5.868 1.672
H 4.387 7.525 -0.077
H 4.018 7.732 1.642
H 2.884 8.306 0.422
H 3.876 5.413 -1.064
H 3.610 3.394 -2.019
H 1.954 2.765 -2.016
H 3.166 2.069 -0.937
H -3.982 1.449 3.557
H -5.538 0.170 5.003
H -5.232 -2.273 5.287
H -3.379 -3.421 4.122
H -1.887 -2.134 2.612
H -1.346 4.338 0.988
H -3.124 5.586 -0.162
H -4.010 4.754 -2.326
H -3.099 2.688 -3.303
H -1.520 1.001 -3.408
H -1.646 0.188 -1.841
H -0.135 0.967 -2.291
H -0.175 3.465 2.791
H -0.365 5.215 2.983
H 0.954 4.382 3.790
H 1.791 6.583 2.470

---

[3]
12
Properties=species:S:1:pos:R:3 method="wB97M-V/def2-TZVPD" fmax_ha_per_bohr=0.081 relative_energy_kcal_mol=98.8 homo_energy_ev="-12.670 / -12.673" total_energy_ev=-74744.6159 total_charge=+1 gap_ev="7.411 / 7.418"
C 1.809 -0.994 -1.683
C 0.778 -0.442 -2.151
C 0.058 0.323 0.535
N -1.339 -0.215 0.930
Br 1.366 -0.664 1.471
H 2.568 -1.444 -2.286
H 1.867 -0.888 -0.582
H -0.009 0.134 -2.496
H 0.219 1.296 0.814
H -1.610 -1.123 0.595
H -1.519 -0.218 1.979
H -1.888 0.532 0.490

---

[4]
8
Properties=species:S:1:pos:R:3 method="wB97M-V/def2-TZVPD" smiles="N#C[N+](=O)[O-].N#[N+][S-]" fmax_ha_per_bohr=0.087 relative_energy_kcal_mol=0.0 homo_energy_ev=-10.414 total_energy_ev=-21921.8879 total_charge=0 gap_ev=8.777
C -1.421 -0.814 -0.145
N -1.698 -1.880 -0.440
N 2.730 1.092 -0.356
N 2.208 0.130 -0.094
N -1.164 0.541 0.185
O -0.996 0.791 1.350
O -1.160 1.300 -0.752
S 1.500 -1.159 0.253

---

[5]
45
Properties=species:S:1:pos:R:3 method="wB97M-V/def2-TZVPD" smiles="N[C@@H](Cc1ccccc1)C(=O)O.CC(C)C[C@H](N)C(=O)O" fmax_ha_per_bohr=0.008 relative_energy_kcal_mol=0.0 homo_energy_ev=-9.177 total_energy_ev=-27116.0329 total_charge=0 gap_ev=9.547
C -2.352 -1.684 -0.526
C -2.795 -1.993 0.911
C -3.397 -0.770 -1.196
C -3.489 0.611 -0.593
C -2.638 1.626 -1.033
C -4.410 0.897 0.415
C -2.701 2.900 -0.478
C -4.478 2.170 0.971
C -3.624 3.174 0.527
C 1.980 -0.388 0.873
C 1.913 -1.426 -0.236
C 2.641 0.907 0.382
C 4.175 0.893 0.319
C 4.673 2.241 -0.202
C 4.726 -0.255 -0.527
H -2.333 -2.785 -2.269
H -1.406 -3.426 -1.084
H -1.395 -1.148 -0.460
H -3.126 -0.682 -2.258
H -4.370 -1.274 -1.157
H -1.918 1.417 -1.824
H -5.075 0.115 0.772
H -2.031 3.679 -0.832
H -5.200 2.375 1.757
H -3.679 4.170 0.961
H -3.494 -3.528 0.125
H 2.223 -1.779 2.351
H 2.559 -0.246 2.816
H 0.914 -0.153 1.052
H 2.328 1.721 1.051
H 2.226 1.136 -0.608
H 4.549 0.756 1.342
H 4.343 2.405 -1.236
H 5.770 2.289 -0.191
H 4.295 3.073 0.405
H 5.817 -0.187 -0.598
H 4.487 -1.226 -0.079
H 4.318 -0.230 -1.546
H 1.948 -3.260 -0.565
N -2.282 -2.946 -1.267
N 2.653 -0.911 2.054
O -2.550 -1.282 1.850
O -3.532 -3.108 1.013
O 1.681 -1.179 -1.396
O 2.054 -2.689 0.213

---

[6]
13
Properties=species:S:1:pos:R:3 method="wB97M-V/def2-TZVPD" fmax_ha_per_bohr=0.077 relative_energy_kcal_mol=107.2 homo_energy_ev="-8.438 / -8.047" total_energy_ev=-30321.3969 total_charge=0 gap_ev="7.532 / 6.957"
C 0.302 -0.261 0.760
C -0.801 -0.501 1.437
C 1.445 -0.175 0.088
C -2.379 -0.011 0.608
C 1.444 0.287 -1.345
Cl -2.364 -0.805 -1.011
Cl -2.306 1.682 0.304
H -0.954 -1.650 1.545
H -1.039 0.296 2.175
H 2.329 -0.164 0.655
H 2.419 0.635 -1.570
H 0.687 1.153 -1.588
H 1.217 -0.488 -2.058

---

[7]
16
Properties=species:S:1:pos:R:3 method="wB97M-V/def2-TZVPD" smiles="CN1C2=[NH+]CC[C@H]21" fmax_ha_per_bohr=0.101 relative_energy_kcal_mol=136.6 homo_energy_ev=-14.465 total_energy_ev=-8299.8083 total_charge=+1 gap_ev=8.364
C 0.725 0.298 -0.412
C -1.101 0.519 1.088
C -0.272 1.816 0.931
C -0.168 -0.561 0.357
C 0.663 -2.081 -1.392
N -0.015 -0.868 -1.111
N 0.565 1.598 -0.327
H -1.188 0.237 2.132
H -2.171 0.736 0.722
H -0.842 2.695 0.621
H 0.389 2.121 1.737
H 0.009 -1.540 0.948
H 1.173 -2.493 -0.480
H -0.122 -2.863 -1.675
H 1.318 -1.847 -2.245
H 1.035 2.232 -0.895

---

[8]
47
Properties=species:S:1:pos:R:3 method="wB97M-V/def2-TZVPD" smiles=Cc1nnc2[nH]cc(-c3cncc(N(C)CC4CCOCC4)n3)cc1-2 fmax_ha_per_bohr=0.099 relative_energy_kcal_mol=162.4 homo_energy_ev=-8.040 total_energy_ev=-30005.8144 total_charge=0 gap_ev=7.313
N 4.961 -1.291 -2.942
N 4.592 -0.200 -3.614
N 0.222 -2.725 3.041
N -0.359 -1.623 0.456
O -1.641 4.075 1.391
C 4.137 -1.720 -2.017
C 3.298 0.100 -3.257
C 1.884 -0.945 -1.303
C 2.976 -0.825 -2.143
C 1.887 -2.015 -0.275
C 2.953 -2.910 -0.255
C 1.067 -2.645 1.984
C -1.036 -2.211 2.667
C 0.794 -2.164 0.621
C -1.202 -1.607 1.452
N 4.107 -2.795 -1.110
N -2.373 -0.923 0.971
C 2.442 1.087 -3.979
C -3.691 -1.539 1.249
C -1.533 3.070 2.425
C -0.919 3.719 0.153
C -2.248 0.138 -0.058
C -2.136 1.768 1.969
C -1.618 2.524 -0.495
C -1.544 1.410 0.574
H 1.091 -0.227 -1.469
H 2.822 -3.827 0.365
H 2.040 -3.056 2.212
H -1.945 -2.182 3.298
H 4.570 -3.587 -1.435
H 2.742 1.354 -4.992
H 1.311 0.772 -3.855
H 2.685 2.123 -3.600
H -3.705 -2.450 1.910
H -4.484 -1.023 1.813
H -4.035 -1.827 0.237
H -2.162 3.456 3.309
H -0.541 3.002 2.722
H 0.172 3.598 0.394
H -0.836 4.580 -0.618
H -1.855 -0.238 -0.956
H -3.316 0.533 -0.068
H -2.108 0.974 2.689
H -3.179 1.964 1.895
H -2.752 2.745 -0.681
H -1.022 2.341 -1.354
H -0.514 1.221 0.679